15
Properties=species:S:1:pos:R:3:mulliken_charge:R:1 method="wB97M-V/def2-TZVPD" gap_ev="8.084 / 6.398" relative_energy_kj_mol=452.65 homo_energy_ev="-9.883 / -10.070"
C 0.9926 1.5428 0.8879 -0.7248
C 2.2106 0.8567 1.0460 -0.2130
C 0.3850 0.6561 0.0465 0.2595
C 0.4136 -1.6288 -0.6889 -0.8612
N 2.2382 -0.2871 0.3970 -0.9589
N 1.0689 -0.4220 -0.2259 0.7478
O -3.1067 1.6550 0.3401 -0.4087
O -3.0581 0.7423 -1.9858 -0.3812
S -2.6079 0.7271 -0.6538 0.7767
Br -3.1190 -1.4344 0.2862 -0.0740
H 0.5808 2.3737 1.2069 0.4924
H 3.1585 1.1369 1.6762 0.3335
H -0.3597 -1.4440 -1.3495 0.3688
H 1.1646 -2.3006 -1.1291 0.2765
H 0.0386 -2.1739 0.1460 0.3666

---

15
Properties=species:S:1:pos:R:3:mulliken_charge:R:1 method="wB97M-V/def2-TZVPD" gap_ev=10.348 charge=+1 homo_energy_ev=-14.189
N -0.0453 2.6908 -3.3159 -0.2454
C -0.5213 1.6957 -3.0055 0.4410
O -1.0740 0.5437 -2.6488 -0.3184
N -0.5224 0.0747 -1.4722 0.3195
C 0.4269 -0.8616 -1.4289 -0.0705
N 0.6655 -1.0816 -0.1467 0.0039
C -0.1593 -0.3114 0.6451 -0.0485
C -0.9023 0.4528 -0.1969 -0.2533
Br -2.1822 1.7117 0.1413 -0.0097
H 0.8892 -1.3226 -2.2847 0.4178
H 1.3473 -1.7443 0.1957 0.2392
H -0.1520 -0.3446 1.7247 0.5478
O 0.7038 -0.4774 3.5994 -0.6406
H 0.4139 0.2023 4.2178 0.3095
H 1.1272 -1.1436 4.1512 0.3078

---

13
Properties=species:S:1:pos:R:3:mulliken_charge:R:1 method="wB97M-V/def2-TZVPD" gap_ev="7.393 / 7.807" relative_energy_kj_mol=209.62 homo_energy_ev="-7.888 / -8.357"
C 1.0861 -0.5599 -1.1307 -0.1413
C 0.5694 -0.9855 -0.1121 0.8644
C -0.5652 -0.5554 1.7660 -0.6478
C 1.7115 0.2975 -2.0189 -0.8304
N 0.0400 1.0887 -3.3705 -0.2979
O 0.0269 -1.5940 0.8925 -0.3968
P 0.2166 2.5857 -3.0859 0.1199
Br 2.5175 1.7731 -1.2087 -0.0906
H 0.1875 0.0974 2.0307 0.3401
H -1.0461 -1.1907 2.5881 0.2286
H -1.4682 -0.1271 1.0317 0.2811
H 2.3757 0.0692 -2.7678 0.4944
H -0.5755 3.0399 -4.3446 0.0763

---

13
Properties=species:S:1:pos:R:3:mulliken_charge:R:1 method="wB97M-V/def2-TZVPD" gap_ev=8.282 relative_energy_kj_mol=31.92 homo_energy_ev=-8.966
O 0.1161 1.6819 0.1875 -0.6043
C -1.0418 1.3400 0.0658 0.0500
C -1.5620 -0.0018 0.0017 0.2022
Br -3.4892 -0.0384 -0.0924 -0.2141
C -0.9685 -1.2183 0.0750 -0.2038
S 0.6378 -1.7990 0.0986 -0.0448
C 1.8389 -0.4239 -0.3284 -0.3643
O 2.2734 0.2655 0.7555 -0.5127
H -1.8418 2.1017 0.0227 0.3172
H -1.6278 -2.0784 0.1284 0.2805
H 1.3554 0.1792 -1.1001 0.3015
H 2.6747 -0.9913 -0.7474 0.3237
H 1.6347 0.9827 0.9330 0.4689

---

16
Properties=species:S:1:pos:R:3:mulliken_charge:R:1 method="wB97M-V/def2-TZVPD" gap_ev=5.088 relative_energy_kj_mol=88.56 charge=+1 homo_energy_ev=-13.540
C 0.6420 -0.1616 -1.0643 -0.3258
C -0.7843 0.2016 -0.7073 -0.3860
O -0.9547 -0.1587 0.6886 -0.2235
O 1.4904 -0.0676 0.0657 -0.5384
H 0.9932 0.5480 -1.8241 0.3110
H 0.6588 -1.1925 -1.4508 0.2350
H -1.5033 -0.3712 -1.3027 0.3350
H -0.9300 1.2859 -0.7875 0.3560
H 0.7676 -0.1521 0.9111 0.3899
C -2.1539 0.0588 1.2722 1.1326
O -3.1568 0.3276 0.5799 -0.7013
O -2.2824 -0.4052 2.4417 -0.7787
Cd -4.2330 -0.3956 2.4258 1.1761
O 3.6649 0.1800 -1.5541 -0.4038
O 4.1503 0.1863 0.6818 -0.3949
C 3.6311 0.1163 -0.3759 0.8169

---

10
Properties=species:S:1:pos:R:3:mulliken_charge:R:1 method="wB97M-V/def2-TZVPD" gap_ev="7.514 / 8.279" relative_energy_kj_mol=353.26 homo_energy_ev="-7.982 / -8.419"
C 0.6307 0.9032 -0.6502 -0.9959
C -0.4469 -0.9170 0.9087 -0.6171
C -0.5441 0.3255 -0.1001 0.3143
C -0.9962 0.3521 1.3453 0.0892
Cl -0.3576 1.1858 2.7593 -0.1573
H 1.5727 0.9418 -0.2203 0.3582
H 0.5517 1.4365 -1.5471 0.2986
H -1.0438 -1.8191 0.4914 0.2251
H 0.5820 -1.1888 1.2310 0.2720
H -1.4979 0.4330 -0.8827 0.2128

---

13
Properties=species:S:1:pos:R:3:mulliken_charge:R:1 method="wB97M-V/def2-TZVPD" gap_ev=9.578 relative_energy_kj_mol=132.60 smiles="ClC1(Cl)CC=NC=[NH+]1" charge=+1 homo_energy_ev=-15.558
Cl -1.7697 -1.7353 -0.6618 -0.1013
C -0.7420 -0.6447 0.3787 0.5968
Cl -1.2387 -0.8013 2.0630 -0.1015
C -0.8579 0.8133 -0.1375 -0.8420
C 0.3345 1.2716 -0.8710 0.1640
N 1.4949 0.7535 -0.7293 -0.4489
C 1.6396 -0.3510 0.0723 0.0368
N 0.6888 -1.1304 0.4445 -0.0716
H -1.4585 1.5846 0.5548 0.3929
H -1.6905 0.6300 -0.9475 0.3897
H 0.0902 2.2308 -1.3372 0.3879
H 2.7349 -0.6387 0.3031 0.3682
H 0.7742 -1.9823 0.8679 0.2289

---

12
Properties=species:S:1:pos:R:3:mulliken_charge:R:1 method="wB97M-V/def2-TZVPD" gap_ev=10.716 relative_energy_kj_mol=111.77 smiles="C=C(C)C(Cl)(Cl)Cl" homo_energy_ev=-10.189
C -0.1903 1.0340 -1.1788 -0.9843
C 0.0545 0.2502 -0.1533 0.5065
C 1.4401 -0.1836 0.2184 -1.2061
C -1.1440 -0.5265 0.7195 0.5467
Cl -2.7959 0.0785 0.3171 -0.1515
Cl -1.0832 -2.1916 0.0103 -0.1334
Cl -0.7638 -0.4483 2.4515 -0.1231
H -1.2342 1.3624 -1.4950 0.1878
H 0.5440 1.4847 -1.7409 0.3252
H 1.6576 0.1259 1.2478 0.3576
H 2.0149 0.4043 -0.3747 0.4154
H 1.5006 -1.3901 -0.0218 0.2591

---

15
Properties=species:S:1:pos:R:3:mulliken_charge:R:1 method="wB97M-V/def2-TZVPD" gap_ev=9.730 relative_energy_kj_mol=0.00 smiles="[H]/N=C1/[C@@H](Cl)NC=[NH+]C1(Cl)Cl" charge=+1 homo_energy_ev=-14.392
H 2.9446 -0.0808 0.4309 0.2943
N 2.1937 -0.7243 0.7147 -0.4736
C 1.0528 -0.3380 0.4695 0.1477
C -0.1300 -1.3194 0.6337 0.0988
Cl -0.6509 -1.8277 2.2396 -0.1397
N -1.4245 -0.8365 0.0131 -0.1399
C -1.4845 0.2362 -0.7416 -0.0333
N -0.4686 1.0644 -0.9982 -0.2495
C 0.7344 1.2153 -0.2456 0.4454
Cl 2.0351 1.7877 -1.3056 -0.1052
Cl 0.3432 2.3676 1.1782 -0.0898
H 0.1620 -2.3370 0.3770 0.2501
H -2.3402 -1.3327 0.2493 0.3259
H -2.5149 0.4952 -1.1164 0.3749
H -0.4522 1.6301 -1.8988 0.2940

---

12
Properties=species:S:1:pos:R:3:mulliken_charge:R:1 method="wB97M-V/def2-TZVPD" gap_ev="7.942 / 4.412" relative_energy_kj_mol=318.26 homo_energy_ev="-9.473 / -8.340"
C 0.6585 1.0914 0.6710 -0.1133
C 0.9554 -0.2360 0.8545 -0.5605
C -0.6851 0.9221 0.0604 -0.7722
C -0.3829 -0.6540 0.2609 -0.1016
F -0.8627 -3.0309 -0.3478 -0.2530
P -0.6559 -1.7203 -1.2572 0.2867
Cl 1.4231 1.1021 -2.8004 -0.1877
H 1.0575 2.0021 1.1180 0.3696
H 1.8115 -0.8826 0.8820 0.3643
H -1.5741 1.2898 0.5505 0.2772
H -0.7023 1.1704 -0.9105 0.2791
H -1.0430 -1.0541 0.9189 0.4114

---

Values for maximum force, hartree/bohr, ordered as above
0.0922, 0.0061, 0.1190, 0.0226, 0.0923, 0.0667, 0.0878, 0.0831, 0.0623, 0.0780